--- a ---
25
Properties=species:S:1:pos:R:3:lowdin_charge:R:1 method="wB97M-V/def2-TZVPD" smiles="Cc1ccc(O)cc1.CC(N)=O" homo_energy_ev=-8.395 e_lumo_ev=0.59 total_charge=0
O 0.9851 1.1232 -0.0325 0.0170
O 0.9336 0.0785 -4.2609 0.0221
N 0.5034 1.5034 -2.6134 0.1442
C 1.3915 0.8433 -3.4255 -0.5944
C -1.0049 0.9195 1.2248 -0.0253
C -0.4936 -1.7090 1.7293 -0.0464
C -2.5741 -1.9184 3.1617 -0.0780
C -1.8615 0.2155 2.0219 -0.0474
C -1.6322 -1.1596 2.2914 -0.2920
C 2.8597 1.0296 -3.2399 -0.0079
C 0.2030 0.3556 0.7599 -0.3313
C 0.4610 -0.9670 0.9985 -0.0150
H 3.3365 0.1170 -2.9103 0.0853
H 1.8660 0.8299 -0.2537 0.1006
H -2.7329 0.7371 2.4344 0.1186
H -2.4436 -3.0099 3.2727 0.0748
H 3.2091 1.2060 -4.2621 0.0938
H -1.1311 1.9876 0.9907 0.1221
H 0.7425 2.3564 -2.1329 0.0932
H -0.3865 -2.7688 1.8162 0.1016
H -0.4861 1.3963 -2.7500 0.1096
H -3.5918 -1.8226 2.7669 0.0771
H -2.5184 -1.6698 4.2631 0.0963
H 3.0252 1.8606 -2.5716 0.0699
H 1.3401 -1.5345 0.7210 0.1117



--- b ---
25
Properties=species:S:1:pos:R:3:lowdin_charge:R:1 method="wB97M-V/def2-TZVPD" smiles="Cc1ccc(O)cc1.CC(N)=O" homo_energy_ev=-8.543 e_lumo_ev=0.44 total_charge=0
O 0.2119 -1.1529 0.9710 -0.0048
O -3.8465 -3.0367 -0.6147 -0.0113
N -3.3912 -1.2278 0.6900 0.1069
C 0.9208 -0.0979 0.5354 -0.3410
C 0.5311 2.0312 -0.7268 -0.0576
C 1.8822 2.1935 -0.9622 -0.2798
C 0.0703 0.8667 -0.0761 -0.0214
C 2.5131 3.3102 -1.8198 -0.0192
C 2.2981 0.1741 0.3991 -0.0222
C -3.2230 -2.5132 0.3297 -0.5960
C -2.1230 -3.3094 1.1416 -0.0256
C 2.7848 1.2635 -0.3762 -0.0308
H 0.8086 -1.8015 1.5283 0.1754
H -2.6568 -0.7094 1.1893 0.0833
H -1.0064 0.7766 0.1276 0.0991
H -4.2191 -0.5753 0.2651 0.1879
H -0.2391 2.8539 -0.9472 0.1393
H -1.5410 -3.8274 0.3500 0.0753
H 2.1746 4.1753 -1.3802 0.0547
H 3.8822 1.5323 -0.4592 0.1264
H 3.4833 3.2383 -1.9443 0.0172
H -2.7701 -4.0970 1.7835 0.1269
H 1.9694 3.1106 -2.7373 0.0900
H 2.8803 -0.4705 0.9852 0.0816
H -1.3945 -2.7075 1.7481 0.0457



--- c ---
25
Properties=species:S:1:pos:R:3:lowdin_charge:R:1 method="wB97M-V/def2-TZVPD" smiles="Cc1ccc(O)cc1.CC(N)=O" homo_energy_ev=-8.215 e_lumo_ev=0.65 total_charge=0
O -3.8061 -1.8238 -0.5786 0.0317
O 1.6592 2.3397 0.1866 -0.0167
N 0.0644 2.9253 1.6893 0.1845
C 2.1860 1.6347 2.3965 -0.0286
C 1.5984 -0.9157 -1.4133 -0.0837
C -2.0294 -0.2619 -0.5997 -0.0077
C -1.7207 -2.6902 -1.3227 0.0458
C 1.2711 2.3361 1.3721 -0.5374
C -0.6731 -0.0346 -0.6945 -0.0215
C 0.1407 -1.1327 -1.1794 -0.3073
C -2.4790 -1.6284 -0.8729 -0.2906
C -0.2992 -2.3751 -1.4413 -0.0288
H 2.1027 -0.3245 -0.5820 0.0769
H -0.3357 0.9954 -0.6084 0.0913
H -0.5584 3.1709 1.0704 0.0302
H 2.3718 -1.8015 -1.4015 0.1044
H -2.5660 0.5642 -0.2077 0.0945
H -2.0615 -3.5862 -1.5094 0.0555
H 1.6406 -0.5454 -2.4789 0.0986
H 3.0241 2.3385 2.7175 0.0931
H 1.6345 1.1881 3.3589 0.1120
H 0.4242 -3.0112 -1.6752 0.0616
H -4.2002 -1.0085 -0.8177 0.0704
H 2.7936 0.8208 1.9361 0.0739
H -0.1821 2.8259 2.6559 0.0981



The most stable of them is a.